[1]
{
  "formula": "C29H27F35I4O8S",
  "method": "wB97M-V/def2-TZVPD",
  "homo_ev": -8.99,
  "gap_ev": 8.614,
  "total_charge": 0,
  "lumo_ev": -0.4,
  "species": ["I", "I", "I", "I", "S", "F", "F", "F", "F", "F", "F", "F", "F", "F", "F", "F", "F", "F", "F", "F", "F", "F", "F", "F", "F", "F", "F", "F", "F", "F", "F", "F", "F", "F", "F", "F", "F", "F", "F", "F", "O", "O", "O", "O", "O", "O", "O", "O", "C", "C", "C", "C", "C", "C", "C", "C", "C", "C", "C", "C", "C", "C", "C", "C", "C", "C", "C", "C", "C", "C", "C", "C", "C", "C", "C", "C", "C", "H", "H", "H", "H", "H", "H", "H", "H", "H", "H", "H", "H", "H", "H", "H", "H", "H", "H", "H", "H", "H", "H", "H", "H", "H", "H", "H"],
  "coordinates": [[0.055, 2.008, -2.378], [-0.869, 3.176, 5.186], [2.763, 3.805, 4.960], [-0.343, 3.176, 1.462], [2.593, 5.709, -0.042], [-1.050, -8.048, -1.706], [5.819, 8.497, -2.703], [-2.110, -4.869, -0.708], [-4.452, -0.866, -2.769], [-3.949, 0.553, 0.873], [-5.210, -9.410, 1.209], [4.194, 11.731, -5.760], [-1.935, -8.775, 4.579], [3.969, 7.908, -0.376], [1.838, 9.294, -6.609], [-3.480, 3.016, -0.064], [5.766, 11.021, -1.877], [-2.318, -0.788, -0.927], [2.279, -3.520, -1.403], [-3.472, 1.598, -1.726], [-5.705, 1.826, 0.949], [-2.299, -2.425, -2.375], [-0.271, -10.011, 5.220], [-3.081, -6.817, -0.540], [2.579, 8.055, 1.298], [-4.365, -8.997, 3.182], [0.812, -2.413, 0.583], [-3.382, -11.281, 1.851], [-3.549, -11.117, 4.735], [0.132, -3.621, -1.699], [-2.565, -10.471, 6.582], [5.966, 9.949, -4.339], [-2.817, -9.958, 0.196], [2.249, 11.968, -6.739], [1.824, 8.126, -0.749], [-0.069, -4.358, 1.047], [-0.518, -7.024, 0.157], [2.019, 10.250, -4.669], [-4.890, -2.884, -2.030], [3.962, 11.442, -3.037], [1.294, -5.464, -1.139], [1.566, 5.456, -1.001], [3.694, 8.985, -5.487], [3.920, 5.219, -0.258], [1.446, 5.911, 2.331], [2.531, 3.973, 1.936], [-1.219, -10.490, 3.304], [-5.637, 0.259, -0.586], [4.668, 10.464, -2.437], [-2.975, -10.030, 1.550], [-4.401, -1.657, -1.679], [-2.173, -6.101, -1.246], [-1.455, -10.029, 4.566], [1.142, 0.954, -0.856], [1.145, -4.119, -0.975], [2.181, 1.872, -0.184], [0.933, 0.808, 5.450], [2.060, 5.172, 1.656], [1.765, 2.388, 3.686], [2.743, 7.589, 0.068], [-4.089, -9.029, 1.864], [3.264, 11.107, -6.506], [2.710, 9.888, -5.761], [-5.355, -1.128, -0.594], [-2.360, -10.986, 5.350], [-4.255, 2.199, -0.813], [-4.882, 1.153, 0.114], [-1.583, -9.766, 2.143], [5.117, 9.403, -3.445], [0.523, 1.772, 4.333], [0.377, -6.234, -1.894], [-0.827, -6.826, -1.146], [4.030, 8.593, -4.169], [1.652, 2.846, 2.184], [2.229, 1.711, 1.344], [-2.941, -1.923, -1.295], [1.003, -3.749, 0.505], [1.755, 0.786, 1.665], [0.053, 0.505, 6.011], [3.165, 1.585, -0.550], [1.642, 1.262, 6.132], [-0.895, -10.132, 1.383], [4.470, 7.606, -4.294], [0.066, -5.720, -2.803], [3.706, 10.796, -7.454], [-1.392, -8.699, 2.251], [-3.807, -8.029, 1.525], [4.064, 10.011, -1.649], [-0.010, 1.193, 3.585], [3.281, 1.672, 1.637], [-1.884, -11.964, 5.435], [3.145, 8.465, -3.545], [-2.506, -6.030, -2.284], [1.341, -0.100, 5.003], [0.435, 0.582, -0.125], [0.956, -7.101, -2.205], [-5.071, -1.490, 0.395], [1.624, 0.122, -1.353], [1.896, -4.033, 1.064], [2.490, 1.579, 3.670], [2.043, 2.904, -0.484], [-6.313, -1.587, -0.832], [-5.026, 2.778, -1.323], [-2.882, -2.652, -0.482]]
}



[2]
{
  "formula": "C29H27IN2O2V",
  "method": "wB97M-V/def2-TZVPD",
  "s2": 0.767,
  "homo_ev": [-13.37, -13.38],
  "gap_ev": [5.008, 5.341],
  "multiplicity": 2,
  "total_charge": 2,
  "lumo_ev": [-8.4, -8.0],
  "species": ["I", "V", "O", "O", "N", "N", "C", "C", "C", "C", "C", "C", "C", "C", "C", "C", "C", "C", "C", "C", "C", "C", "C", "C", "C", "C", "C", "C", "C", "C", "C", "C", "C", "C", "C", "H", "H", "H", "H", "H", "H", "H", "H", "H", "H", "H", "H", "H", "H", "H", "H", "H", "H", "H", "H", "H", "H", "H", "H", "H", "H", "H"],
  "coordinates": [[3.769, -6.903, 0.893], [-0.332, 0.637, -0.028], [2.117, -0.127, 2.192], [0.592, -0.621, 0.628], [-0.229, 0.239, -2.055], [0.585, 0.887, -2.747], [-2.756, 0.484, 0.205], [3.184, -2.809, 2.138], [-1.181, 2.559, 1.135], [-1.559, -1.767, -1.929], [-0.915, 0.140, 4.099], [1.942, 2.701, 0.123], [2.984, 3.395, -0.503], [-0.998, 1.529, 3.465], [1.112, 1.890, -0.624], [2.149, -2.361, 1.311], [-2.694, -2.619, -3.863], [3.078, -4.952, 1.075], [0.297, 2.315, 3.690], [-2.213, 0.437, 1.493], [3.647, -4.103, 2.022], [-1.732, 2.614, -0.155], [1.348, 1.780, -2.010], [-2.177, -1.579, -4.629], [1.586, -3.216, 0.360], [2.052, -4.510, 0.242], [-1.355, -0.627, -4.055], [2.369, 2.479, -2.639], [1.715, -0.989, 1.487], [3.188, 3.296, -1.872], [-2.380, -2.716, -2.514], [-3.240, 1.688, -1.968], [-2.570, 1.598, -0.635], [-1.052, -0.724, -2.700], [-1.450, 1.502, 2.020], [1.819, 2.795, 1.195], [3.637, 4.018, 0.095], [3.614, -2.133, 2.866], [-2.763, -3.538, -1.924], [-0.527, 3.364, 1.437], [-0.198, -0.495, 3.574], [-1.879, -0.368, 4.143], [1.134, 1.830, 3.188], [-4.218, 2.155, -1.832], [-1.274, -1.863, -0.886], [-3.337, -3.358, -4.321], [3.993, 3.847, -2.338], [-2.421, -1.511, -5.681], [-1.482, 3.452, -0.794], [0.222, 3.355, 3.373], [2.516, 2.362, -3.705], [-3.403, 0.703, -2.403], [-3.329, -0.359, -0.159], [4.445, -4.454, 2.662], [-0.951, 0.189, -4.639], [0.517, 2.335, 4.756], [1.626, -5.176, -0.494], [-2.674, 2.305, -2.665], [-2.368, -0.453, 2.088], [-0.572, 0.242, 5.127], [0.797, -2.867, -0.292], [-1.804, 2.075, 3.973]]
}



[3]
{
  "formula": "C29H27IrN3O9S2",
  "method": "wB97M-V/def2-TZVPD",
  "s2": 0.770,
  "homo_ev": [-1.21, -1.34],
  "gap_ev": [5.066, 5.197],
  "multiplicity": 2,
  "total_charge": -2,
  "lumo_ev": [3.9, 3.9],
  "species": ["Ir", "S", "S", "O", "O", "O", "O", "O", "O", "O", "O", "O", "N", "N", "N", "C", "C", "C", "C", "C", "C", "C", "C", "C", "C", "C", "C", "C", "C", "C", "C", "C", "C", "C", "C", "C", "C", "C", "C", "C", "C", "C", "C", "C", "H", "H", "H", "H", "H", "H", "H", "H", "H", "H", "H", "H", "H", "H", "H", "H", "H", "H", "H", "H", "H", "H", "H", "H", "H", "H", "H"],
  "coordinates": [[-0.610, -1.453, 0.421], [-2.159, -2.748, -1.890], [0.666, -1.195, 5.222], [-0.901, -3.413, -2.121], [-0.388, -2.837, 2.339], [2.715, -0.933, -2.393], [0.718, -0.850, -1.401], [-2.724, -0.368, 1.094], [5.514, -3.032, 1.414], [-4.868, -0.744, 1.512], [0.920, -4.202, 3.519], [-3.317, -3.400, -2.495], [1.522, -2.366, 0.596], [-0.044, -0.007, 3.043], [-2.370, -2.558, -0.312], [-3.684, -2.360, 0.181], [1.060, -0.507, 3.676], [-1.574, 1.210, -4.119], [-2.036, -1.149, -2.733], [-1.706, 0.009, -4.802], [0.706, -3.394, 2.619], [-1.984, 0.050, -2.050], [0.761, 3.637, -1.835], [-0.380, 4.387, -1.610], [-1.220, 2.485, -4.828], [-0.977, -0.638, 5.031], [-0.080, 0.513, 1.712], [0.482, 2.491, 0.277], [2.439, -2.006, -0.302], [-1.760, 1.224, -2.743], [1.226, 2.501, 2.615], [3.211, -3.272, 2.009], [-1.939, -1.169, -4.110], [0.991, 1.585, 1.389], [-0.690, 3.223, 0.466], [1.878, -2.991, 1.706], [4.188, -2.848, 1.103], [1.180, 2.694, -0.909], [1.926, -1.222, -1.488], [-1.120, 4.152, -0.463], [3.804, -2.227, -0.069], [-3.782, -1.037, 1.020], [2.348, 0.979, 1.029], [-1.145, -0.035, 3.830], [-1.709, 2.157, -2.200], [4.519, -1.882, -0.802], [-1.283, 3.067, 1.354], [6.037, -2.636, 0.707], [1.905, 3.308, 2.341], [-1.606, -0.007, -5.880], [-4.428, -2.314, -0.625], [2.691, 0.329, 1.826], [-0.699, 5.132, -2.329], [3.472, -3.762, 2.932], [-2.096, 0.079, -0.974], [1.343, 3.781, -2.737], [0.303, 2.941, 2.983], [-1.072, 2.317, -5.892], [-2.001, 3.231, -4.690], [-1.061, 0.975, 1.601], [2.283, 0.390, 0.124], [1.681, 1.929, 3.420], [1.880, -0.937, 3.132], [-2.040, 4.697, -0.290], [3.093, 1.763, 0.895], [2.057, 2.113, -1.136], [-2.073, 0.355, 3.456], [-1.695, -0.803, 5.806], [-3.963, -3.179, 0.860], [-2.032, -2.111, -4.626], [-0.302, 2.887, -4.404]]
}



[4]
{
  "formula": "C29H27MnN9O3S2",
  "method": "wB97M-V/def2-TZVPD",
  "s2": 8.755,
  "homo_ev": [-7.56, -7.67],
  "gap_ev": [7.255, 7.253],
  "multiplicity": 6,
  "total_charge": 0,
  "lumo_ev": [-0.3, -0.4],
  "species": ["Mn", "S", "S", "O", "O", "O", "N", "N", "N", "N", "N", "N", "N", "N", "N", "C", "C", "C", "C", "C", "C", "C", "C", "C", "C", "C", "C", "C", "C", "C", "C", "C", "C", "C", "C", "C", "C", "C", "C", "C", "C", "C", "C", "C", "H", "H", "H", "H", "H", "H", "H", "H", "H", "H", "H", "H", "H", "H", "H", "H", "H", "H", "H", "H", "H", "H", "H", "H", "H", "H", "H"],
  "coordinates": [[0.745, 0.557, -1.078], [2.200, 2.239, -2.336], [-1.612, -0.954, -3.104], [-1.527, -1.266, -4.503], [-1.383, 0.218, 0.606], [-2.353, 0.206, -2.681], [0.685, -2.837, -3.299], [2.070, 3.001, 0.311], [2.052, -1.236, -2.180], [1.139, -0.867, 0.731], [2.579, 4.588, -1.194], [-1.007, 2.294, -1.047], [-4.093, -5.588, -0.335], [1.668, 1.733, 0.520], [-0.134, -0.768, -2.452], [2.209, 1.999, 2.901], [-2.936, -4.665, -2.247], [3.238, 1.490, 3.688], [2.261, 3.284, -0.976], [-2.337, -2.342, -2.286], [-3.445, -3.257, -0.362], [1.734, 1.250, 1.713], [-1.790, 1.490, 1.089], [-2.124, 4.014, -2.273], [3.080, 3.382, 5.159], [-3.066, 4.143, -1.270], [-1.929, 2.407, -0.094], [-2.972, 3.317, -0.162], [3.676, 2.180, 4.809], [-2.882, -2.179, -1.020], [2.052, 3.896, 4.379], [-2.367, -3.587, -2.900], [0.729, -2.127, 0.795], [1.624, 3.214, 3.252], [0.872, -1.656, -2.693], [1.754, -3.611, -3.421], [3.009, -3.266, -2.944], [0.444, -2.764, 1.994], [3.093, -2.039, -2.307], [-1.119, 3.072, -2.123], [1.298, -0.161, 1.862], [1.027, -0.725, 3.107], [-3.478, -4.516, -0.969], [0.592, -2.040, 3.166], [1.147, -0.138, 4.006], [4.484, 1.778, 5.406], [0.368, -2.493, 4.124], [0.111, -3.792, 1.997], [-4.189, -5.523, 0.664], [-3.886, -3.126, 0.620], [3.865, -3.913, -3.057], [3.706, 0.551, 3.416], [-3.874, 4.859, -1.354], [-1.042, 1.896, 1.784], [4.028, -1.680, -1.889], [3.417, 3.920, 6.035], [1.589, 4.838, 4.644], [0.846, 3.628, 2.624], [-2.746, 1.428, 1.615], [0.610, -2.639, -0.154], [-2.862, -1.199, -0.561], [2.980, 4.822, -2.084], [-1.947, -3.693, -3.889], [-3.834, -6.505, -0.656], [1.594, -4.563, -3.919], [-2.162, 4.617, -3.169], [-0.366, 2.932, -2.887], [2.845, 5.132, -0.389], [-2.975, -5.633, -2.734], [-3.705, 3.358, 0.633], [-1.276, -0.385, 1.350]]
}